{"formula": "C17H32BCl3N2O6P2S", "method": "wB97M-V/def2-TZVPD", "symbols": ["Cl", "Cl", "Cl", "S", "P", "P", "O", "O", "O", "O", "O", "O", "N", "N", "C", "C", "C", "C", "C", "C", "C", "C", "C", "C", "C", "C", "C", "C", "C", "C", "C", "B", "H", "H", "H", "H", "H", "H", "H", "H", "H", "H", "H", "H", "H", "H", "H", "H", "H", "H", "H", "H", "H", "H", "H", "H", "H", "H", "H", "H", "H", "H", "H", "H"], "positions_angstrom": [[-3.02, -2.58, -4.31], [-2.18, -5.18, -5.30], [-3.17, -4.91, -2.58], [-0.45, 0.32, 0.60], [-5.30, 0.70, 0.66], [-1.14, 1.04, -2.34], [2.90, 1.56, -0.19], [-2.91, 1.39, -0.19], [-4.31, -1.12, -1.72], [0.31, 2.89, -0.74], [-5.25, 2.10, 1.56], [-2.59, 0.87, -3.15], [-6.02, -0.54, 1.63], [-2.86, -2.28, -0.12], [3.11, 0.89, 0.99], [2.58, -1.95, -0.90], [2.65, 2.95, -0.06], [-3.31, -4.33, -4.24], [4.53, -0.36, -1.49], [3.52, -0.60, 3.35], [2.86, 1.38, 4.77], [-1.52, 1.36, -0.48], [-0.21, -0.56, -2.38], [3.75, -1.13, 2.09], [-1.03, 2.83, -0.28], [1.20, 3.32, 0.28], [3.56, -0.43, 0.92], [-3.48, 0.22, 0.38], [2.93, 1.43, 2.26], [3.84, -1.19, -0.37], [3.12, 0.71, 3.42], [-3.57, -1.09, -0.57], [5.20, 0.42, -1.12], [2.74, -3.03, -0.86], [-4.31, -4.51, -4.58], [-1.12, 3.09, 0.78], [-3.50, -3.01, 0.19], [0.79, -0.29, -2.04], [0.92, 2.83, 1.22], [3.65, -1.19, 4.25], [2.26, 2.28, 4.59], [3.75, 0.03, -2.15], [-0.08, -0.91, -3.41], [1.09, 4.41, 0.45], [5.10, -1.07, -2.10], [-3.11, -0.03, 1.39], [2.86, 3.41, -1.03], [3.32, 3.45, 0.66], [2.61, 2.46, 2.39], [4.07, -2.17, 2.04], [-0.66, -1.33, -1.74], [-1.68, 3.50, -0.85], [-6.14, -1.38, 1.07], [-2.33, -2.04, 0.72], [1.74, -1.71, -0.24], [-5.97, 2.06, 2.20], [4.55, -1.98, -0.10], [2.27, 0.72, 5.41], [-5.46, -0.77, 2.45], [-0.97, 0.56, 1.83], [-3.84, -1.73, -2.32], [-2.54, 0.20, -3.84], [2.41, -1.67, -1.94], [3.81, 1.68, 5.21]], "mulliken_charge": [-0.089, -0.120, -0.114, -0.171, 0.098, 0.119, -0.254, -0.331, -0.655, -0.253, -0.431, -0.401, -0.693, -0.481, 0.997, -1.161, -1.155, -0.030, -1.675, -1.005, -1.556, 0.663, -0.774, -0.672, -1.089, -0.153, 0.207, -0.024, -0.474, 0.475, 0.438, 0.913, 0.333, 0.285, 0.330, 0.474, 0.177, -0.151, 0.291, 0.398, 0.314, 0.236, 0.475, 0.342, 0.463, 0.112, 0.506, 0.503, 0.297, 0.326, 0.396, 0.318, 0.295, 0.207, 0.192, 0.288, 0.662, 0.384, 0.296, 0.122, 0.011, 0.265, 0.388, 0.320], "e_homo_ha": -0.278, "charge": 0, "energy_ev": -101070.520, "orbital_gap_ev": 7.77, "smiles": "Cc1ccc(C(C)C)c(OCCOC[C@@](S)(O[C@H](B(N)O)P(N)O)P(C)O)c1.ClC(Cl)Cl"}

{"formula": "C17H32BrCl3N2O7P", "method": "wB97M-V/def2-TZVPD", "symbols": ["Br", "Cl", "Cl", "Cl", "P", "O", "O", "O", "O", "O", "O", "O", "N", "N", "C", "C", "C", "C", "C", "C", "C", "C", "C", "C", "C", "C", "C", "C", "C", "C", "C", "H", "H", "H", "H", "H", "H", "H", "H", "H", "H", "H", "H", "H", "H", "H", "H", "H", "H", "H", "H", "H", "H", "H", "H", "H", "H", "H", "H", "H", "H", "H", "H"], "positions_angstrom": [[1.75, -3.43, -2.53], [0.32, 0.69, 3.29], [3.44, -0.34, -3.07], [0.36, 3.62, 3.72], [1.34, -2.18, -0.60], [-4.99, 1.78, -0.99], [-2.12, -0.68, -5.22], [-2.37, -0.86, -3.16], [2.52, -2.78, 0.45], [1.05, -3.95, 2.80], [1.89, -2.98, 6.14], [-0.93, 0.24, -0.06], [-1.56, -1.02, -4.25], [1.65, -0.39, -0.89], [1.06, -3.13, 3.86], [-0.82, 0.22, -1.48], [-1.60, -1.09, -1.96], [-1.34, 1.49, -2.22], [-1.35, 3.95, 1.58], [-5.99, 0.81, -0.70], [1.89, -3.79, 5.07], [1.42, 0.32, 0.45], [0.68, 0.03, -1.94], [3.02, 0.04, -1.34], [-0.09, 3.14, 2.03], [-0.40, 1.58, 1.91], [-3.68, 1.16, -0.97], [0.06, 1.10, 0.49], [4.23, -0.41, -0.44], [5.03, -1.66, -0.93], [-2.82, 1.94, -1.99], [-0.67, 2.37, -1.98], [2.89, -4.03, 4.64], [-3.85, 0.08, -1.19], [-3.35, 1.93, -2.97], [3.01, 1.16, -1.32], [-5.87, 0.43, 0.34], [5.76, -1.90, -0.12], [1.45, -4.80, 5.21], [-7.01, 1.25, -0.81], [0.79, 3.40, 1.38], [-2.33, -1.43, -1.19], [1.04, 1.01, -2.35], [1.98, -3.25, 1.14], [-1.32, 4.18, 0.48], [2.23, 1.07, 0.67], [3.95, -0.59, 0.63], [-3.32, 1.28, 0.08], [-1.50, 1.44, 1.96], [-1.18, 1.32, -3.31], [0.08, -2.87, 4.30], [0.22, 2.03, -0.11], [1.52, -0.47, 1.24], [5.65, -1.47, -1.83], [-5.96, -0.05, -1.42], [0.66, -0.67, -2.81], [4.95, 0.45, -0.42], [-1.39, 4.94, 2.09], [4.42, -2.57, -1.08], [-2.82, 3.01, -1.67], [-2.29, 3.40, 1.83], [1.52, -2.13, 3.71], [-0.92, -1.94, -2.17]], "mulliken_charge": [-0.361, -0.051, -0.111, -0.173, 0.388, -0.426, -0.461, -0.150, -0.455, -0.909, -0.847, -0.562, 0.254, 0.812, 0.371, 2.798, -1.109, -1.122, -1.015, -0.678, -0.418, -1.077, -3.093, 0.016, 0.209, -0.115, 0.087, 0.662, -0.633, -1.220, -0.981, 0.515, 0.163, 0.339, 0.128, 0.613, 0.280, 0.376, 0.149, 0.271, 0.338, 0.453, 0.417, 0.245, 0.181, 0.274, 0.295, -0.047, 0.150, 0.677, 0.164, -0.129, 0.550, 0.379, 0.292, 0.482, 0.450, 0.427, 0.259, 0.264, 0.264, -0.193, 0.343], "e_homo_ha": -0.037, "charge": -1, "energy_ev": -152350.191, "orbital_gap_ev": 2.28}

{"formula": "C17H32CeN3OPSSi", "method": "wB97M-V/def2-TZVPD", "symbols": ["Ce", "S", "P", "Si", "O", "N", "N", "N", "C", "C", "C", "C", "C", "C", "C", "C", "C", "C", "C", "C", "C", "C", "C", "C", "C", "H", "H", "H", "H", "H", "H", "H", "H", "H", "H", "H", "H", "H", "H", "H", "H", "H", "H", "H", "H", "H", "H", "H", "H", "H", "H", "H", "H", "H", "H", "H", "H"], "positions_angstrom": [[-0.44, 0.75, 0.55], [-0.83, 2.28, 2.74], [0.05, -1.11, -2.20], [-1.83, 0.61, -1.97], [-1.23, -1.34, 0.74], [-0.37, 0.60, 4.77], [1.24, 0.44, 3.34], [1.31, 1.48, -0.30], [1.41, -2.32, -1.80], [4.07, 3.89, -0.78], [-3.58, 0.01, -1.63], [0.03, 1.07, 3.57], [-1.46, -2.69, 1.16], [-1.22, -2.75, 2.68], [0.94, -0.19, -3.51], [3.38, 2.76, -0.35], [2.04, 2.52, -0.79], [1.58, -0.36, 4.43], [2.15, 4.56, -2.14], [3.46, 4.79, -1.67], [-2.83, -3.27, 0.75], [-1.62, 1.00, 5.39], [0.58, -0.23, 5.33], [1.45, 3.44, -1.72], [-1.00, -2.28, -3.17], [-3.57, -3.14, 1.56], [-2.68, -4.36, 0.61], [-1.73, 1.83, -1.02], [1.66, -2.95, -2.67], [2.50, -0.91, 4.48], [-1.72, 2.09, 5.35], [1.29, -0.85, -4.31], [-1.70, -3.63, 3.13], [5.09, 4.08, -0.44], [-4.27, 0.73, -2.10], [1.85, 0.63, 2.54], [-3.79, -0.98, -2.07], [-1.61, 0.67, 6.43], [-1.80, -1.74, -3.70], [-0.40, -2.85, -3.90], [-1.80, 1.28, -3.30], [0.42, 3.23, -2.06], [1.14, -2.96, -0.96], [-0.16, -2.87, 2.96], [-0.79, -3.45, 0.71], [-3.18, -2.84, -0.20], [3.81, 2.04, 0.34], [-2.49, 0.56, 4.89], [4.00, 5.68, -2.01], [-3.86, -0.02, -0.57], [0.28, 0.58, -3.94], [0.45, -0.61, 6.32], [1.69, 5.27, -2.85], [-1.49, -2.99, -2.49], [1.80, 0.32, -3.06], [-1.57, -1.85, 3.18], [2.32, -1.78, -1.51]], "mulliken_charge": [0.371, -0.429, 1.064, 0.721, -0.488, 0.242, 0.123, -0.321, -1.416, -0.475, -1.128, 0.139, 0.769, -1.335, -1.237, -0.452, 0.142, -0.666, -0.615, -0.408, -1.329, -0.886, -0.127, 0.151, -1.317, 0.361, 0.362, -0.191, 0.403, 0.445, 0.365, 0.404, 0.454, 0.325, 0.366, 0.144, 0.310, 0.325, 0.367, 0.423, -0.287, 0.174, 0.269, 0.281, 0.021, 0.213, 0.281, 0.285, 0.327, 0.271, 0.377, 0.431, 0.339, 0.301, 0.285, 0.177, 0.303], "e_homo_ha": [-0.193, -0.193], "charge": 0, "energy_ev": -65593.291, "orbital_gap_ev": [5.43, 5.42]}

{"formula": "C17H32ClN4O7PS2", "method": "wB97M-V/def2-TZVPD", "symbols": ["Cl", "S", "S", "P", "O", "O", "O", "O", "O", "O", "O", "N", "N", "N", "N", "C", "C", "C", "C", "C", "C", "C", "C", "C", "C", "C", "C", "C", "C", "C", "C", "C", "H", "H", "H", "H", "H", "H", "H", "H", "H", "H", "H", "H", "H", "H", "H", "H", "H", "H", "H", "H", "H", "H", "H", "H", "H", "H", "H", "H", "H", "H", "H", "H"], "positions_angstrom": [[-3.05, 0.71, -2.01], [-2.35, 0.64, 3.55], [1.66, -1.32, 3.71], [-1.90, -1.16, 3.10], [-3.31, -1.92, 2.45], [0.86, -0.29, 4.48], [-2.39, 5.25, 1.81], [0.70, -2.19, 2.65], [-0.45, 0.54, -2.10], [-1.62, -2.01, 4.57], [2.73, -0.52, 2.69], [0.88, -4.39, -5.85], [1.95, -3.85, -3.54], [-0.94, 4.12, 0.34], [2.50, -5.84, -4.71], [1.09, -1.09, -0.02], [0.79, 2.22, 0.69], [1.05, -4.30, -2.44], [0.84, 5.30, -0.96], [-1.36, 0.03, 0.23], [-0.10, 3.41, 1.36], [-2.26, 4.33, 0.98], [0.51, -2.21, -1.01], [2.27, 0.68, 2.08], [0.02, -0.36, 0.93], [-1.36, 0.42, -1.29], [1.78, -4.73, -4.72], [-0.37, 5.49, 0.11], [-0.40, -1.51, 2.02], [0.78, 0.87, 1.59], [1.37, -3.58, -1.03], [-3.55, 3.44, 0.65], [1.86, 2.65, 0.70], [-2.13, -0.82, 0.32], [-3.94, 3.01, 1.63], [0.18, 1.20, 2.52], [0.54, 4.39, -1.58], [2.93, -3.94, -3.22], [0.89, 6.26, -1.55], [0.41, -5.27, -6.10], [-4.33, 4.17, 0.23], [-3.32, 2.63, -0.11], [-3.42, -2.78, 2.91], [-1.78, 0.93, 0.80], [1.02, -4.31, -0.22], [1.77, 5.08, -0.34], [1.48, -4.12, -6.65], [0.53, -1.82, -2.09], [0.55, 2.05, -0.40], [-0.58, -2.52, -0.79], [0.63, 4.13, 1.90], [1.07, -5.44, -2.29], [-1.21, 6.13, -0.33], [1.96, -1.57, 0.52], [1.54, -0.26, -0.68], [0.00, 6.02, 1.05], [2.51, 1.55, 2.79], [2.95, 0.88, 1.16], [-1.59, -1.30, 5.26], [2.30, -6.37, -5.57], [-0.81, 3.03, 2.16], [2.49, -3.38, -0.93], [-0.04, -4.05, -2.69], [-0.82, -2.33, 1.32]], "mulliken_charge": [-0.238, -0.372, 0.512, 0.620, -0.539, -0.453, -0.562, -0.296, -0.440, -0.529, -0.287, -0.577, -0.311, 0.226, -0.620, -1.068, -0.889, -0.860, -0.819, -1.220, -0.762, 0.460, -1.026, -1.300, 1.570, 0.349, 0.302, -0.547, -0.286, 0.474, -0.487, -0.642, 0.461, 0.653, 0.237, 0.322, 0.159, 0.311, 0.377, 0.310, 0.392, -0.073, 0.333, 0.084, 0.180, 0.188, 0.292, 0.478, 0.097, 0.305, 0.245, 0.502, 0.439, 0.659, 0.384, 0.331, 0.326, 0.421, 0.349, 0.235, 0.435, 0.351, 0.342, 0.492], "e_homo_ha": -0.342, "charge": 0, "energy_ev": -81919.391, "orbital_gap_ev": 9.55}